{
  "formula": "C32H67F10N14O22S10",
  "method": "ωB97M-V with the def2-TZVPD basis set",
  "symbols": ["C", "C", "N", "C", "C", "N", "C", "C", "H", "H", "H", "H", "H", "H", "H", "H", "H", "H", "H", "C", "C", "N", "C", "C", "N", "C", "C", "H", "H", "H", "H", "H", "H", "H", "H", "H", "H", "H", "C", "C", "N", "C", "C", "N", "C", "C", "H", "H", "H", "H", "H", "H", "H", "H", "H", "H", "H", "C", "C", "O", "N", "H", "H", "C", "H", "H", "H", "H", "H", "H", "C", "C", "O", "N", "H", "H", "C", "H", "H", "H", "H", "H", "H", "C", "C", "C", "N", "C", "C", "C", "C", "C", "H", "H", "H", "H", "H", "H", "H", "H", "H", "H", "H", "H", "H", "H", "H", "H", "H", "H", "N", "S", "O", "O", "F", "S", "O", "O", "F", "N", "S", "O", "O", "F", "S", "O", "O", "F", "N", "S", "O", "O", "F", "S", "O", "O", "F", "N", "S", "O", "O", "F", "S", "O", "O", "F", "N", "S", "O", "O", "F", "S", "O", "O", "F"],
  "coordinates": [[2.24, 0.45, 2.40], [1.90, 0.30, 0.93], [0.52, -0.19, 0.82], [0.13, -1.46, 1.22], [-1.23, -1.44, 0.97], [-1.59, -0.29, 0.26], [-0.44, 0.48, 0.17], [-2.98, 0.04, -0.12], [1.53, 1.18, 2.79], [3.14, 1.04, 2.56], [2.36, -0.46, 3.00], [2.54, -0.50, 0.55], [2.04, 1.23, 0.38], [0.83, -2.12, 1.72], [-2.02, -2.14, 1.21], [-0.36, 1.35, -0.46], [-3.43, 0.58, 0.72], [-3.43, -0.93, -0.33], [-3.05, 0.81, -0.88], [8.29, -0.30, -5.28], [8.29, -0.95, -3.89], [7.46, -0.14, -2.96], [7.54, 1.18, -2.53], [6.46, 1.46, -1.77], [5.84, 0.20, -1.46], [6.51, -0.78, -2.19], [4.69, -0.02, -0.60], [7.48, 0.36, -5.58], [8.49, -0.97, -6.12], [9.18, 0.33, -5.35], [9.22, -1.19, -3.38], [7.81, -1.92, -4.00], [8.34, 1.72, -3.03], [6.16, 2.41, -1.37], [6.23, -1.82, -2.33], [4.41, -1.08, -0.64], [3.90, 0.64, -0.95], [4.91, 0.18, 0.45], [-3.48, -0.65, 8.61], [-2.58, -0.75, 7.42], [-3.32, -0.69, 6.15], [-4.17, 0.32, 5.80], [-4.82, -0.06, 4.64], [-4.44, -1.37, 4.36], [-3.43, -1.71, 5.28], [-4.62, -2.37, 3.30], [-3.65, -1.68, 8.93], [-4.42, -0.12, 8.51], [-2.97, -0.22, 9.48], [-1.92, -1.60, 7.26], [-1.96, 0.16, 7.38], [-4.23, 1.25, 6.36], [-5.57, 0.39, 4.01], [-2.86, -2.63, 5.34], [-4.16, -1.92, 2.42], [-5.66, -2.52, 3.03], [-4.16, -3.35, 3.49], [3.04, -3.80, -0.09], [3.18, -5.26, -0.50], [2.37, -5.70, -1.28], [4.31, -6.05, 0.14], [4.65, -5.53, 0.94], [3.98, -6.90, 0.58], [5.44, -6.42, -0.85], [4.00, -3.35, -0.31], [2.90, -3.82, 0.99], [2.15, -3.39, -0.56], [5.10, -6.93, -1.75], [5.94, -7.05, -0.11], [6.02, -5.51, -1.00], [1.34, 4.71, 3.90], [0.91, 6.00, 3.27], [1.71, 6.90, 2.96], [-0.54, 6.18, 2.96], [-0.55, 6.27, 1.96], [-0.89, 5.27, 3.22], [-1.07, 7.52, 3.59], [2.41, 4.72, 4.11], [1.06, 3.90, 3.23], [0.77, 4.69, 4.83], [-0.45, 8.40, 3.45], [-1.37, 7.41, 4.63], [-1.97, 7.69, 3.00], [-2.71, 3.42, -4.16], [-3.77, 2.31, -3.95], [-5.11, 2.60, -4.78], [-6.08, 1.40, -5.00], [-6.33, 0.82, -3.52], [-5.59, 0.25, -5.85], [-5.80, 0.84, -7.28], [-7.03, 1.78, -7.19], [-7.34, 1.96, -5.71], [-3.18, 4.30, -4.61], [-1.85, 3.20, -4.79], [-2.24, 3.71, -3.22], [-3.94, 2.14, -2.89], [-3.24, 1.41, -4.25], [-4.77, 2.81, -5.80], [-5.70, 3.44, -4.45], [-6.50, 1.69, -2.90], [-5.44, 0.37, -3.08], [-7.15, 0.15, -3.78], [-6.38, -0.46, -5.63], [-4.60, -0.11, -5.56], [-5.98, 0.15, -8.10], [-4.82, 1.22, -7.58], [-7.79, 1.30, -7.81], [-6.67, 2.75, -7.55], [-8.18, 1.33, -5.39], [-7.59, 2.92, -5.25], [6.33, 4.16, 0.71], [6.59, 3.67, 2.01], [6.17, 2.39, 2.37], [6.76, 4.67, 3.08], [8.16, 3.28, 1.63], [4.64, 4.33, 0.80], [4.01, 5.09, 1.84], [3.97, 3.19, 0.32], [4.41, 5.32, -0.43], [-2.15, -4.17, 2.00], [-1.89, -4.98, 0.76], [-2.37, -6.35, 0.66], [-0.76, -4.57, -0.08], [-3.10, -4.26, -0.01], [-0.90, -4.80, 2.79], [0.46, -4.47, 2.38], [-1.19, -6.11, 3.29], [-1.02, -3.86, 4.09], [-6.92, 1.13, 1.52], [-6.54, 2.17, 0.60], [-7.48, 2.59, -0.45], [-5.09, 2.32, 0.39], [-6.86, 3.36, 1.67], [-7.20, -0.05, 0.24], [-5.99, -0.76, -0.27], [-8.32, 0.03, -0.64], [-7.84, -1.12, 1.33], [5.44, -4.12, 1.80], [5.01, -3.59, 3.09], [3.90, -2.68, 3.02], [5.93, -3.52, 4.20], [4.17, -4.96, 3.60], [6.64, -2.97, 1.53], [8.00, -3.49, 1.46], [6.29, -1.55, 1.72], [6.33, -2.84, 0.00], [1.21, -1.09, -4.36], [0.38, 0.24, -3.68], [1.21, 1.33, -3.06], [-0.99, 0.06, -3.14], [-0.05, 0.76, -5.18], [1.06, -1.92, -3.08], [-0.24, -2.44, -2.71], [1.96, -1.56, -2.04], [1.78, -3.22, -3.72]],
  "lowdin_spin": [0.00, 0.00, 0.00, 0.00, 0.00, 0.00, 0.00, 0.00, 0.00, 0.00, 0.00, 0.00, 0.00, 0.00, 0.00, 0.00, 0.00, 0.00, 0.00, 0.00, 0.00, 0.00, 0.00, 0.00, 0.00, 0.00, 0.00, 0.00, 0.00, 0.00, 0.00, 0.00, 0.00, 0.00, 0.00, 0.00, 0.00, 0.00, 0.00, 0.00, 0.00, 0.00, 0.00, 0.00, 0.00, 0.00, 0.00, 0.00, 0.00, 0.00, 0.00, 0.00, 0.00, 0.00, 0.00, 0.00, 0.00, 0.00, 0.00, 0.00, 0.00, 0.00, 0.00, 0.00, 0.00, 0.00, 0.00, 0.00, 0.00, 0.00, 0.00, 0.00, 0.00, 0.00, 0.00, 0.00, 0.00, 0.00, 0.00, 0.00, 0.00, 0.00, 0.00, 0.00, 0.00, 0.00, 0.00, 0.00, 0.00, 0.00, 0.00, 0.00, 0.00, 0.00, 0.00, 0.00, 0.00, 0.00, 0.00, 0.00, 0.00, 0.00, 0.00, 0.00, 0.00, 0.00, 0.00, 0.00, 0.00, 0.00, 0.30, -0.02, 0.22, 0.47, -0.01, 0.00, 0.01, 0.03, 0.00, 0.00, 0.00, 0.00, 0.00, 0.00, 0.00, 0.00, 0.00, 0.00, 0.00, 0.00, 0.00, 0.00, 0.00, 0.00, 0.00, 0.00, 0.00, 0.00, 0.00, 0.00, 0.00, 0.00, 0.00, 0.00, 0.00, 0.00, 0.00, 0.00, 0.00, 0.00, 0.00, 0.00, 0.00, 0.00, 0.00],
  "charge": 2,
  "lumo_energy_ev": [-5.507, -10.174],
  "orbital_gap_ev": [6.825, 2.158],
  "spin_multiplicity": 2,
  "e_homo_ev": [-12.332, -12.332]
}